Arrangement one

{
  "formula": "ClH3NOP",
  "method": "ωB97M-V/def2-TZVPD",
  "total_charge": 0,
  "smiles": "NP=O.Cl",
  "homo_lumo_gap_ev": 10.223,
  "elements": ["N", "P", "O", "H", "H", "Cl", "H"],
  "xyz": [[0.60, 0.60, -0.92], [-0.58, -0.33, -0.28], [-0.16, -1.70, -0.10], [0.54, 1.61, -0.99], [1.33, 0.21, -1.47], [-3.82, 0.07, 0.03], [-3.21, 1.09, 0.15]]
}

---

Arrangement two

{
  "formula": "ClH3NOP",
  "method": "ωB97M-V/def2-TZVPD",
  "total_charge": 0,
  "smiles": "O=PCl.N",
  "homo_lumo_gap_ev": 9.380,
  "elements": ["O", "P", "Cl", "N", "H", "H", "H"],
  "xyz": [[-1.50, 2.42, -1.01], [-0.11, 2.53, -1.39], [0.17, 1.19, -2.92], [0.35, -1.26, 1.33], [0.29, -1.64, 2.27], [-0.42, -1.64, 0.80], [1.21, -1.61, 0.92]]
}

---

Stability ranking, top and bottom: arrangement two is the most stable and arrangement one is the least stable.

---

Arrangement one

{
  "formula": "C37H54AlF3O21S",
  "method": "ωB97M-V/def2-TZVPD",
  "total_charge": 2,
  "homo_lumo_gap_ev": 1.492,
  "elements": ["Al", "C", "F", "F", "F", "S", "O", "O", "O", "O", "C", "O", "C", "C", "C", "H", "H", "H", "H", "H", "H", "O", "C", "O", "C", "C", "C", "H", "H", "H", "H", "H", "H", "O", "C", "O", "C", "C", "C", "H", "H", "H", "H", "H", "H", "O", "C", "O", "C", "C", "C", "H", "H", "H", "H", "H", "H", "O", "C", "O", "C", "C", "C", "H", "H", "H", "H", "H", "H", "O", "C", "O", "C", "C", "C", "H", "H", "H", "H", "H", "H", "O", "C", "O", "C", "C", "C", "H", "H", "H", "H", "H", "H", "O", "C", "O", "C", "C", "C", "H", "H", "H", "H", "H", "H", "O", "C", "O", "C", "C", "C", "H", "H", "H", "H", "H", "H"],
  "xyz": [[-4.03, -0.41, -4.11], [0.19, 0.91, -0.98], [0.92, 0.58, 0.09], [-0.40, 2.09, -0.75], [0.98, 0.99, -2.04], [-1.09, -0.39, -1.23], [-0.30, -1.57, -1.50], [-1.78, -0.42, 0.05], [-1.89, 0.08, -2.33], [-5.75, 3.66, 3.19], [-4.88, 3.04, 2.68], [-5.11, 2.31, 1.55], [-3.89, 1.63, 1.15], [-2.80, 2.51, 1.71], [-3.40, 2.91, 3.06], [-3.91, 1.53, 0.06], [-3.89, 0.64, 1.63], [-2.60, 3.37, 1.08], [-1.87, 1.93, 1.79], [-3.04, 3.87, 3.42], [-3.34, 2.10, 3.79], [3.46, -1.99, -1.30], [2.56, -2.73, -1.06], [2.01, -3.55, -1.98], [0.97, -4.35, -1.40], [1.23, -4.31, 0.11], [1.91, -2.96, 0.29], [0.90, -5.38, -1.71], [0.01, -3.86, -1.60], [1.97, -5.09, 0.33], [0.35, -4.48, 0.72], [2.70, -2.88, 1.03], [1.16, -2.19, 0.49], [-2.75, -1.20, 3.35], [-1.65, -1.64, 3.54], [-1.18, -1.90, 4.77], [0.21, -2.34, 4.75], [0.71, -2.01, 3.34], [-0.57, -1.95, 2.52], [0.30, -3.38, 5.05], [0.69, -1.73, 5.51], [1.34, -2.81, 2.96], [1.30, -1.10, 3.34], [-0.87, -2.90, 2.07], [-0.58, -1.14, 1.80], [7.65, -0.93, 1.59], [6.58, -0.42, 1.59], [6.24, 0.50, 2.50], [4.87, 0.91, 2.32], [4.24, -0.17, 1.46], [5.42, -0.70, 0.65], [4.88, 1.88, 1.82], [4.39, 1.03, 3.29], [3.46, 0.23, 0.80], [3.71, -0.96, 2.01], [5.48, -0.23, -0.33], [5.38, -1.77, 0.44], [-1.36, -1.19, -4.79], [-0.38, -1.89, -4.93], [-0.49, -3.14, -5.34], [0.76, -3.85, -5.30], [1.84, -2.82, -4.98], [1.06, -1.56, -4.55], [0.89, -4.29, -6.29], [0.79, -4.69, -4.60], [2.44, -2.62, -5.87], [2.48, -3.13, -4.16], [1.42, -0.69, -5.09], [1.03, -1.41, -3.48], [-4.39, -1.01, -1.56], [-5.03, -1.16, -0.53], [-6.26, -0.71, -0.40], [-6.74, -0.92, 0.96], [-5.90, -2.08, 1.51], [-4.62, -1.96, 0.69], [-7.79, -1.17, 0.88], [-6.66, 0.02, 1.51], [-6.41, -3.03, 1.37], [-5.67, -1.92, 2.56], [-4.06, -2.85, 0.42], [-3.90, -1.30, 1.18], [2.86, 3.25, 3.48], [1.79, 2.81, 3.77], [1.10, 3.22, 4.86], [-0.19, 2.60, 4.92], [-0.02, 1.33, 4.08], [0.93, 1.82, 3.00], [-0.88, 3.28, 4.41], [-0.47, 2.31, 5.92], [-0.97, 0.98, 3.67], [0.42, 0.53, 4.68], [0.43, 2.37, 2.20], [1.52, 1.03, 2.54], [-3.87, 1.95, -2.41], [-3.48, 3.06, -2.20], [-4.02, 3.81, -1.23], [-3.47, 5.13, -1.24], [-2.81, 5.29, -2.61], [-2.40, 3.85, -2.92], [-2.75, 5.24, -0.42], [-4.23, 5.88, -1.05], [-1.99, 6.01, -2.59], [-3.51, 5.72, -3.33], [-1.44, 3.68, -2.44], [-2.36, 3.55, -3.96], [5.36, 2.90, -1.85], [5.29, 1.81, -2.35], [6.29, 0.92, -2.36], [5.89, -0.27, -3.09], [4.77, 0.24, -3.98], [4.07, 1.18, -3.01], [5.51, -1.04, -2.41], [6.73, -0.68, -3.64], [4.12, -0.52, -4.43], [5.16, 0.77, -4.85], [3.55, 0.61, -2.23], [3.41, 1.91, -3.48]]
}

---

Arrangement two

{
  "formula": "C37H54AlF3O21S",
  "method": "ωB97M-V/def2-TZVPD",
  "total_charge": 2,
  "homo_lumo_gap_ev": 1.158,
  "elements": ["Al", "C", "F", "F", "F", "S", "O", "O", "O", "O", "C", "O", "C", "C", "C", "H", "H", "H", "H", "H", "H", "O", "C", "O", "C", "C", "C", "H", "H", "H", "H", "H", "H", "O", "C", "O", "C", "C", "C", "H", "H", "H", "H", "H", "H", "O", "C", "O", "C", "C", "C", "H", "H", "H", "H", "H", "H", "O", "C", "O", "C", "C", "C", "H", "H", "H", "H", "H", "H", "O", "C", "O", "C", "C", "C", "H", "H", "H", "H", "H", "H", "O", "C", "O", "C", "C", "C", "H", "H", "H", "H", "H", "H", "O", "C", "O", "C", "C", "C", "H", "H", "H", "H", "H", "H", "O", "C", "O", "C", "C", "C", "H", "H", "H", "H", "H", "H"],
  "xyz": [[4.98, -3.75, -7.11], [1.81, -1.14, 0.58], [1.26, -2.14, 1.14], [1.77, -0.03, 1.40], [3.15, -1.28, 0.44], [0.92, -0.83, -1.16], [1.89, -1.25, -2.18], [-0.33, -1.58, -1.12], [0.81, 0.59, -1.50], [9.33, -1.30, -2.43], [10.19, -1.24, -1.64], [11.43, -0.77, -2.00], [12.39, -0.96, -0.95], [11.72, -2.09, -0.04], [10.23, -1.75, -0.21], [12.67, -0.04, -0.44], [13.36, -1.32, -1.28], [11.90, -1.87, 1.01], [12.01, -3.10, -0.33], [9.77, -1.06, 0.49], [9.78, -2.74, -0.10], [-6.67, 8.30, -0.66], [-5.64, 7.73, -0.94], [-5.48, 6.41, -1.09], [-4.26, 5.96, -1.53], [-3.62, 7.19, -2.19], [-4.30, 8.39, -1.43], [-4.48, 5.09, -2.15], [-3.67, 5.56, -0.70], [-3.66, 7.10, -3.28], [-2.56, 7.31, -2.01], [-4.63, 9.19, -2.10], [-3.80, 8.74, -0.54], [-1.29, -6.85, -5.30], [-2.43, -7.38, -5.25], [-3.19, -7.71, -6.42], [-4.41, -8.30, -6.00], [-4.23, -8.56, -4.55], [-3.17, -7.76, -4.03], [-4.67, -9.20, -6.56], [-5.20, -7.55, -6.10], [-3.97, -9.55, -4.19], [-5.13, -8.33, -3.98], [-2.42, -8.22, -3.38], [-3.56, -6.81, -3.67], [5.66, 8.70, 4.55], [5.10, 7.68, 4.78], [5.17, 6.50, 3.98], [4.70, 5.32, 4.67], [4.55, 5.81, 6.08], [4.37, 7.32, 6.01], [5.40, 4.50, 4.57], [3.71, 5.02, 4.32], [5.32, 5.42, 6.74], [3.65, 5.33, 6.47], [4.47, 7.92, 6.92], [3.35, 7.60, 5.74], [-1.59, 5.53, 3.97], [-2.48, 4.91, 4.56], [-3.60, 5.44, 4.98], [-4.48, 4.50, 5.56], [-4.09, 3.11, 5.14], [-2.56, 3.37, 4.82], [-5.47, 4.80, 5.21], [-4.40, 4.62, 6.64], [-4.72, 2.73, 4.34], [-4.20, 2.37, 5.94], [-2.55, 2.79, 3.91], [-1.87, 2.88, 5.51], [4.01, 3.02, -6.16], [4.12, 4.04, -5.43], [3.31, 5.13, -5.60], [3.65, 6.29, -4.88], [4.63, 5.79, -3.89], [5.07, 4.37, -4.31], [2.78, 6.63, -4.32], [4.03, 7.02, -5.60], [4.29, 5.81, -2.85], [5.58, 6.31, -3.95], [4.96, 3.59, -3.55], [6.09, 4.35, -4.70], [-8.03, -5.70, 0.96], [-7.23, -5.49, 1.83], [-6.30, -4.57, 1.64], [-5.24, -4.56, 2.59], [-5.81, -5.48, 3.69], [-6.99, -6.27, 3.07], [-5.32, -3.59, 3.09], [-4.25, -4.86, 2.25], [-6.42, -4.99, 4.45], [-5.07, -6.13, 4.16], [-7.79, -6.00, 3.76], [-6.84, -7.33, 2.85], [-1.29, -1.77, -9.06], [-2.42, -1.39, -9.38], [-3.05, -1.59, -10.56], [-4.37, -1.04, -10.58], [-4.71, -0.47, -9.20], [-3.34, -0.52, -8.47], [-5.10, -1.81, -10.85], [-4.26, -0.29, -11.36], [-5.44, -1.11, -8.71], [-5.00, 0.58, -9.35], [-3.50, -1.08, -7.54], [-3.03, 0.52, -8.38], [-1.76, -4.19, 8.52], [-0.96, -5.08, 8.49], [0.15, -4.91, 7.71], [1.07, -6.06, 7.97], [0.53, -6.66, 9.20], [-0.94, -6.28, 9.20], [2.06, -5.61, 8.04], [1.12, -6.66, 7.07], [1.20, -6.37, 10.01], [0.69, -7.72, 9.39], [-1.44, -6.06, 10.14], [-1.49, -7.09, 8.72]]
}

---

Stability ranking, top and bottom: arrangement one is the most stable and arrangement two is the least stable.

---

Arrangement one

{
  "formula": "C2H5BrNO",
  "method": "ωB97M-V/def2-TZVPD",
  "total_charge": 1,
  "homo_lumo_gap_ev": 8.921,
  "elements": ["C", "C", "N", "O", "Br", "H", "H", "H", "H", "H"],
  "xyz": [[-0.26, 0.99, -0.96], [0.53, -0.06, -0.62], [0.10, -1.30, -0.05], [-0.89, 1.80, -1.40], [-0.81, 2.37, 1.85], [1.52, 0.11, -0.39], [-0.17, 0.86, 1.20], [0.01, -2.11, -0.66], [-0.78, -0.92, 0.33], [0.75, -1.75, 0.70]]
}

---

Arrangement two

{
  "formula": "C2H5BrNO",
  "method": "ωB97M-V/def2-TZVPD",
  "total_charge": 1,
  "homo_lumo_gap_ev": 9.964,
  "elements": ["C", "C", "N", "O", "Br", "H", "H", "H", "H", "H"],
  "xyz": [[-0.21, -0.05, 1.53], [0.87, 0.00, -0.37], [-0.43, 0.01, -1.01], [-1.36, -0.28, 1.34], [0.82, 0.40, 2.99], [1.37, -0.92, -0.47], [1.49, 0.80, -0.61], [-0.84, 0.93, -1.18], [-1.13, -0.49, -0.28], [-0.58, -0.41, -1.95]]
}

---

Stability ranking, top and bottom: arrangement two is the most stable and arrangement one is the least stable.